Entry 1:
Here is a molecular structure, C14H39CrCuO11 in a non-equilibrium geometry from OMol25. Energies are from ωB97M-V/def2-TZVPD.

## Properties
relative energy (zero: lowest compared OMol25 entry of this formula, charge and spin): 0.00 kcal/mol
<S²>: 8.76
energy: -110723.16048 eV
E_HOMO (alpha / beta): -10.1929 / -10.3033 eV
Kohn-Sham gap (alpha / beta): 7.747 / 4.310 eV

Geometry as ORCA input:
```
! wB97M-V def2-TZVPD RIJCOSX def2/J DEFGRID3
* xyz 1 6
Cr 0.4006 -2.3138 -0.3377
Cu -0.7040 -0.8508 -3.2773
C -2.1795 -4.2384 2.7976
C -2.0475 -2.9661 1.9657
O -1.1781 -3.1282 0.9011
H -1.3163 -4.8998 2.7718
H -3.0623 -4.7448 2.4046
H -2.3755 -4.0790 3.8585
H -1.6441 -2.1373 2.5679
H -2.9972 -2.5944 1.5625
C -0.9361 0.8433 0.7654
C -0.1257 0.9378 -0.5395
O -0.0159 -0.3280 -1.1474
H -2.0220 0.7691 0.6585
H -0.7543 1.7348 1.3782
H -0.7023 0.0026 1.4222
H 0.8400 1.4339 -0.4238
H -0.7299 1.5298 -1.2366
C -0.9784 -5.1354 -2.5822
C 0.1188 -4.1078 -2.9204
O -0.2358 -2.8401 -2.4243
H -1.0631 -5.2263 -1.4963
H -0.7450 -6.0767 -3.0811
H -1.9695 -4.8127 -2.9040
H 0.2001 -4.0871 -4.0136
H 1.1066 -4.4357 -2.5754
C -1.2318 5.0073 2.4082
C -1.4905 4.7073 0.9415
O -2.6843 3.9396 0.7175
O -0.7526 3.8582 3.0998
H -2.1112 5.4314 2.8942
H -0.4778 5.7965 2.4905
H -0.6767 4.1875 0.4331
H -1.5867 5.6875 0.4706
H -2.4170 3.0266 0.8588
H 0.1494 3.9553 3.4066
C 2.7183 -1.5451 1.4957
C 3.0950 -1.1685 0.0536
O 2.4615 -2.1266 -0.8350
O 1.2857 -1.5500 1.5289
H 3.1435 -0.7733 2.1383
H 3.0680 -2.5310 1.8025
H 4.1801 -1.1087 -0.0303
H 2.6711 -0.2254 -0.2827
H 2.7459 -1.9101 -1.7316
H 0.9047 -1.6637 2.4053
C 5.0336 2.8978 1.4941
C 3.8165 3.1303 0.6623
O 3.3525 1.9479 -0.0120
O 4.7585 1.9169 2.5129
H 5.3302 3.7613 2.0956
H 5.9741 2.6101 1.0153
H 4.0673 3.8002 -0.1806
H 3.0001 3.7400 1.0666
H 2.6222 2.3267 -0.5127
H 4.7494 1.0844 2.0270
C -3.6667 -0.1598 -2.8365
C -2.9186 1.1353 -2.7420
O -1.8300 1.0994 -3.6551
O -2.7502 -1.2410 -2.7143
H -4.1741 -0.2060 -3.8056
H -4.3598 -0.1758 -1.9923
H -2.6250 1.1587 -1.6854
H -3.5812 1.9773 -2.9441
H -1.3872 1.9525 -3.6787
H -3.2893 -2.0001 -2.4746
*
```

=====

Entry 2:
Here is a molecular structure, C21H47AsF6NO21P4 in a non-equilibrium geometry from OMol25. Energies are from ωB97M-V/def2-TZVPD.

## Properties
energy: -181341.01479 eV
E_HOMO: -6.8802 eV
Kohn-Sham gap: 7.219 eV

Geometry as ORCA input:
```
! wB97M-V def2-TZVPD RIJCOSX def2/J DEFGRID3
* xyz -1 1
As -0.6852 -1.9314 -0.7276
F 0.7178 -2.3887 0.1704
F -1.6080 -1.8097 0.7123
F -1.9624 -1.3508 -1.7349
F 0.2883 -2.1170 -2.1667
F -1.2084 -3.5649 -0.8941
F -0.1136 -0.2737 -0.6379
C -1.2707 2.7501 -4.5177
C -1.2768 2.1875 -3.3006
C -2.1591 2.7562 -2.2156
O -2.0933 2.3455 -1.0794
C -3.0784 3.8474 -2.5786
C -3.1094 4.3262 -3.8227
C -2.2593 3.7366 -4.9132
O -2.4003 4.1082 -6.0615
O -3.9750 5.2603 -4.2219
O -0.2843 1.4130 -2.8696
H -0.5357 2.4514 -5.2537
H -3.6276 4.2845 -1.7559
H -3.8044 5.5016 -5.1441
H -0.5651 0.9560 -2.0522
C -2.8764 0.5767 4.4956
O -2.7613 1.2913 5.4627
N -3.4486 -0.6563 4.5005
C -3.8258 -1.2549 5.7571
C -3.6397 -1.4143 3.2969
H -2.5058 0.8422 3.4897
H -3.1180 -0.9609 6.5341
H -3.9048 -2.3323 5.6667
H -4.7714 -0.8191 6.1064
H -2.9842 -2.2848 3.1800
H -4.6855 -1.6179 3.0642
H -3.2483 -0.8423 2.4438
C 1.0466 5.4025 3.8410
O 0.1882 4.8181 2.8837
P -0.8566 3.7087 3.3260
O -0.9746 3.4592 4.7382
O -0.4194 2.4110 2.5243
C 0.4524 2.4030 1.3935
O -2.1909 4.1626 2.6277
C -2.2498 4.7028 1.3173
H 2.1010 5.3336 3.5656
H 0.9395 4.9329 4.8203
H 0.8358 6.4681 3.9689
H 1.4017 1.9507 1.6767
H 0.5997 3.3726 0.9193
H 0.0135 1.7717 0.6180
H -2.6722 3.9427 0.6587
H -1.2891 4.9432 0.8526
H -2.8478 5.6114 1.3130
C 6.6652 -2.9159 -1.8779
O 5.3967 -3.5377 -2.1125
P 4.8644 -4.6403 -1.1246
O 5.7236 -5.7976 -0.8869
O 4.5697 -3.7301 0.1618
C 4.1100 -4.3843 1.3440
O 3.4666 -5.0139 -1.7093
C 2.5570 -3.9840 -2.1095
H 7.4570 -3.5759 -2.2231
H 6.7994 -2.7201 -0.8117
H 6.6488 -1.9633 -2.3985
H 4.7094 -4.0886 2.2001
H 4.1055 -5.4733 1.2619
H 3.0654 -4.1158 1.5199
H 1.5452 -4.1755 -1.7368
H 2.4285 -4.0664 -3.1859
H 2.7568 -3.0155 -1.6579
C 5.6829 3.7248 0.4813
O 4.7510 3.0824 1.3798
P 4.6705 1.5191 1.4966
O 3.9154 1.0435 2.6307
O 4.0858 1.1011 0.0756
C 3.3683 -0.1123 -0.1152
O 6.1889 1.0959 1.4217
C 6.5995 -0.2017 1.0034
H 5.0892 4.1834 -0.3131
H 6.3809 3.0147 0.0582
H 6.1091 4.5532 1.0398
H 3.8553 -0.6921 -0.9135
H 2.3983 0.0766 -0.5760
H 3.2834 -0.7924 0.7286
H 5.7542 -0.8817 0.8787
H 7.2817 -0.6152 1.7407
H 7.0863 -0.1144 0.0308
C -3.9300 -4.4853 -3.5775
O -4.8153 -3.3477 -3.5749
P -5.6041 -3.0071 -2.2479
O -6.7662 -3.8225 -1.9078
O -4.4136 -3.0587 -1.1840
C -4.7474 -2.6679 0.1485
O -5.9159 -1.4667 -2.4057
C -4.9046 -0.5403 -2.8250
H -3.2142 -4.3864 -2.7626
H -3.3577 -4.4609 -4.5013
H -4.5131 -5.4006 -3.5085
H -5.6752 -2.0855 0.2183
H -3.9831 -1.9706 0.4828
H -4.8783 -3.5477 0.7737
H -4.5965 0.0660 -1.9757
H -5.3212 0.0570 -3.6321
H -4.0306 -1.0721 -3.1988
*
```

=====

Entry 3:
Here is a molecular structure, C22H18FeN6O2SbSe4 from OMol25. Energies are from ωB97M-V/def2-TZVPD.

## Properties
relative energy (zero: lowest compared OMol25 entry of this formula, charge and spin): 1.49 kcal/mol
<S²>: 8.79
energy: -338456.87502 eV
E_HOMO (alpha / beta): -0.8993 / -1.8456 eV
Kohn-Sham gap (alpha / beta): 5.098 / 5.967 eV

Geometry as ORCA input:
```
! wB97M-V def2-TZVPD RIJCOSX def2/J DEFGRID3
* xyz -2 6
Fe -0.1125 0.3107 -0.6437
C 2.7447 -1.0534 3.7634
C 1.5422 -0.5118 4.2029
C 0.7587 0.2671 3.3664
C 1.1558 0.5396 2.0442
C 2.3824 -0.0044 1.6197
C 3.1520 -0.7907 2.4587
N 0.3796 1.2251 1.1282
C -0.4109 2.2886 1.5047
C -0.1937 3.1183 2.6118
C -1.0268 4.1988 2.8767
C -2.1047 4.4908 2.0449
C -2.3409 3.6980 0.9330
C -1.5080 2.6130 0.6491
N -1.6372 1.7710 -0.4198
N -2.7197 1.8180 -1.1695
C -2.7099 0.8109 -2.0644
C -3.7856 0.6622 -2.9792
C -3.7883 -0.3818 -3.8588
C -2.7210 -1.2993 -3.8605
C -1.7039 -1.0915 -2.9590
N -1.6832 -0.0862 -2.0793
H 3.3515 -1.6638 4.4220
H 1.1973 -0.7107 5.2128
H -0.1894 0.6518 3.7195
H 2.7083 0.2019 0.6064
H 4.0871 -1.1970 2.0886
H 0.6468 2.9196 3.2647
H -0.8202 4.8247 3.7382
H -2.7459 5.3391 2.2562
H -3.1617 3.8938 0.2555
H -4.5809 1.3948 -2.9461
H -4.6085 -0.4982 -4.5588
H -2.6789 -2.1280 -4.5534
H -0.8429 -1.7519 -2.9268
Se 4.7184 3.7692 -3.7061
Sb 2.6576 2.7411 -4.3413
Se 1.5132 1.4750 -2.3589
Se 0.6238 3.6782 -3.1310
Se 2.1611 1.8216 -6.4925
C -0.3404 -4.4363 1.2542
N 0.4904 -3.6240 0.3909
C 1.6085 -4.1228 -0.2171
C 2.3692 -3.3807 -1.0306
C 2.0142 -1.9767 -1.2619
O 2.7147 -1.2273 -1.9339
N 0.8589 -1.5377 -0.6620
C 0.0872 -2.3103 0.1327
O -0.9532 -1.8867 0.6397
H 0.2545 -5.2616 1.6453
H -1.2073 -4.8337 0.7205
H -0.7028 -3.8239 2.0761
H 1.8390 -5.1553 0.0176
H 3.2614 -3.7774 -1.4901
*
```

=====

Entry 4:
Here is 2 unconnected molecules or ions with the total composition C7H10N2O5P in a non-equilibrium geometry from OMol25. Energies are from ωB97M-V/def2-TZVPD.

## Properties
relative energy (zero: lowest compared OMol25 entry of this formula, charge and spin): 53.33 kcal/mol
energy: -29928.51538 eV
E_HOMO: -4.1828 eV
Kohn-Sham gap: 6.708 eV

Geometry as ORCA input:
```
! wB97M-V def2-TZVPD RIJCOSX def2/J DEFGRID3
* xyz -1 1
C -2.7289 0.3133 -2.0417
C -1.1931 -0.1672 -2.2368
C -1.0728 -1.6335 -2.9186
N -1.1923 -2.8389 -3.0373
C -0.2993 0.0099 -0.9134
C 1.2847 -0.0243 -1.1806
N 2.4497 -0.2235 -1.4025
P -0.7009 -1.1711 0.5076
O 0.6685 -1.6872 1.0478
O -1.6088 -2.5444 0.0732
O -1.4370 -0.3462 1.8024
H -3.1895 0.0085 -1.0400
H -2.6826 1.4756 -2.0283
H -3.3763 0.0508 -2.9583
H -0.7464 0.5588 -3.0272
H -0.5189 1.0818 -0.5150
H -0.9668 -3.3007 -0.0171
H -1.0368 -0.7764 2.6090
C 3.2721 1.5989 2.4572
C 1.7474 1.6120 2.4860
O 1.2262 1.5079 3.6243
O 1.1975 1.7259 1.3591
H 3.6876 1.4979 3.4630
H 3.6241 0.7598 1.8512
H 3.6431 2.5307 2.0213
*
```